Record 1
Entry from the OMol25 dataset: a cluster of 8 separate species, C24H50O24S7 in total (ωB97M-V/def2-TZVPD).

The geometry in XYZ format:
```
105
Properties=species:S:1:pos:R:3:forces:R:3
C -7.04029 0.40446 -1.46044 -0.1 0.0 0.1
C -6.22559 0.07896 -0.23287 -0.3 0.4 0.0
O -5.69843 -1.25332 -0.36749 -0.2 -0.3 0.1
S -4.74825 -1.75141 0.80761 0.7 0.8 -0.5
C -3.23353 -0.92135 0.35907 -0.5 -0.2 0.6
O -5.19759 -1.17332 2.03158 -0.2 -0.2 0.4
O -4.61303 -3.16244 0.65064 -0.1 -0.2 -0.1
H -7.90295 -0.25475 -1.55064 0.0 0.0 0.1
H -6.46344 0.32427 -2.38083 0.1 0.1 0.1
H -7.40524 1.42636 -1.33966 0.0 0.0 -0.2
H -5.41206 0.79478 -0.10194 0.2 -0.1 -0.2
H -6.83656 0.15420 0.66714 0.0 -0.2 0.0
H -3.10704 -0.89339 -0.71693 0.0 -0.1 0.0
H -2.42875 -1.44934 0.87009 0.1 0.1 -0.1
H -3.34193 0.07676 0.77745 0.2 0.1 -0.1
C 0.11428 5.07922 -0.93791 0.1 0.7 0.3
C 0.08180 3.81292 -0.13438 -0.6 -0.7 -0.9
O 0.19723 4.14303 1.25626 0.2 0.2 0.0
S 1.04255 3.18202 2.19417 -0.6 -1.0 -0.6
C -0.00072 1.76131 2.31056 -0.2 0.2 0.0
O 2.22915 2.78788 1.49579 0.3 0.0 -0.1
O 1.10233 3.80979 3.45183 0.2 0.7 0.8
H 1.11891 5.50105 -0.88058 -0.1 0.1 -0.2
H -0.57225 5.82272 -0.52677 0.0 0.0 0.1
H -0.17808 4.94538 -1.97738 0.2 -0.3 0.0
H -0.85660 3.26705 -0.28949 0.0 0.1 0.2
H 0.86163 3.14045 -0.49674 0.2 0.1 0.4
H -0.32187 1.47082 1.31242 0.2 -0.2 0.0
H -0.88868 1.99483 2.89533 0.1 0.2 0.1
H 0.60209 1.00092 2.80177 -0.1 -0.2 -0.1
C -3.96947 3.21154 -0.38794 0.1 0.1 -0.8
C -4.54296 3.43965 0.98040 0.2 0.0 0.0
O -3.44736 3.54669 1.92065 0.0 -0.4 0.0
S -3.41665 4.81617 2.86780 0.6 0.1 -0.3
C -2.80005 6.02823 1.73517 -0.3 0.2 0.6
O -4.75200 5.13450 3.24414 -0.4 0.2 0.2
O -2.41000 4.55897 3.83545 0.1 -0.2 0.2
H -3.17975 2.45846 -0.40151 0.0 0.0 0.2
H -3.56913 4.12596 -0.83290 0.1 0.0 0.2
H -4.74087 2.87873 -1.08821 -0.1 0.0 0.1
H -5.12075 4.35976 1.02881 -0.3 -0.1 0.0
H -5.16069 2.59814 1.28835 0.0 0.1 0.2
H -2.46353 6.86393 2.34697 0.0 0.0 0.0
H -3.63957 6.34134 1.11959 0.2 0.0 -0.3
H -1.95188 5.59328 1.22081 0.0 0.0 -0.2
C -2.15669 -4.01484 -2.70267 0.1 0.2 -0.3
C -2.16499 -4.01382 -1.20235 -0.6 -1.2 0.2
O -0.86354 -4.49603 -0.75339 0.6 0.9 -0.2
S -0.51440 -4.33589 0.76539 -0.7 -0.6 0.2
C -1.68889 -5.44186 1.46296 0.5 -0.1 0.9
O 0.76708 -4.93739 0.95658 0.5 0.1 -0.1
O -0.74386 -3.00796 1.23308 0.0 0.3 -0.1
H -1.97785 -5.02236 -3.07693 0.0 0.0 0.0
H -1.39361 -3.34316 -3.09589 0.1 0.0 0.1
H -3.11595 -3.67690 -3.09683 -0.1 0.0 0.2
H -2.48623 -3.09159 -0.73499 0.6 0.3 0.0
H -2.84647 -4.77887 -0.81855 -0.3 0.2 -0.2
H -1.56429 -6.36862 0.90940 -0.4 0.0 0.0
H -2.68892 -5.02659 1.53915 -0.1 0.0 -0.4
H -1.33523 -5.61570 2.48127 0.0 0.0 0.0
O 0.14851 -1.44509 -2.16840 0.5 -0.1 -0.3
S 0.07047 -0.25957 -1.39284 0.4 -0.2 1.1
O -1.15198 0.46416 -1.44185 0.0 0.5 0.2
O 0.43730 -0.58007 0.12265 -1.0 -0.3 -0.1
C 1.85300 -0.62975 0.31067 -0.1 0.0 0.8
C 2.41380 0.33418 -0.72331 0.7 0.4 -0.8
O 1.29351 0.71588 -1.56213 -0.3 -0.1 -0.9
H 2.02343 -0.31088 1.33820 0.1 0.1 -0.1
H 2.21163 -1.65419 0.22230 0.0 0.0 -0.4
H 3.19594 -0.11711 -1.33468 -0.2 -0.1 -0.1
H 2.78675 1.29443 -0.37816 -0.1 -0.2 0.5
O 5.15553 0.90753 -2.83131 0.2 -0.6 0.1
S 4.90716 2.29385 -2.88503 0.4 0.5 -0.2
O 3.58857 2.78246 -2.72979 -0.4 0.2 0.1
O 5.89240 3.03761 -1.88185 0.3 -0.2 0.2
C 6.25819 4.29108 -2.48939 -0.4 -0.2 -0.4
C 6.55228 3.88647 -3.92301 -0.3 0.1 -0.2
O 5.52367 2.92154 -4.21609 -0.1 -0.2 0.0
H 5.35481 4.90113 -2.45252 0.3 0.4 0.0
H 7.10875 4.73766 -1.99029 -0.1 -0.1 0.3
H 7.52073 3.40779 -4.05757 0.0 0.0 0.1
H 6.42256 4.70077 -4.63097 0.1 0.1 0.0
O 2.39689 -1.39136 4.46233 -0.3 0.7 -0.5
S 3.11229 -2.47851 5.00667 0.1 -0.8 0.1
O 3.87717 -2.32839 6.17821 0.1 0.1 0.5
O 2.09707 -3.71034 5.14589 0.4 0.1 0.1
C 2.20808 -4.57821 4.03045 -0.3 -1.2 -1.0
C 3.25451 -3.98668 3.06709 -1.2 0.4 0.6
O 4.04771 -3.15256 3.91753 0.3 0.1 -0.2
H 2.44115 -5.60402 4.32227 0.3 0.3 0.5
H 1.26416 -4.65906 3.49322 -0.1 0.3 0.2
H 2.66776 -3.38129 2.37423 0.6 0.1 -0.4
H 3.87895 -4.72874 2.58908 0.1 0.1 -0.1
C 2.84588 -4.04321 -1.49296 0.1 0.1 0.1
C 3.86959 -3.35034 -0.85726 0.4 -0.5 -0.3
C 4.72807 -2.53919 -1.59338 -0.2 0.1 0.2
C 4.53142 -2.39342 -2.95934 0.0 0.1 -0.3
C 3.44590 -2.99678 -3.58175 0.2 -0.5 0.4
C 2.61146 -3.83325 -2.84300 -0.2 0.3 -0.2
H 2.26882 -4.75876 -0.92443 -0.2 0.1 -0.1
H 4.09230 -3.57766 0.17873 -0.1 0.2 0.1
H 5.53548 -2.02625 -1.08550 0.1 0.0 -0.1
H 5.24137 -1.85342 -3.57360 -0.1 0.2 0.2
H 3.31249 -2.91727 -4.65212 -0.1 0.2 0.0
H 1.76588 -4.29484 -3.33844 0.1 -0.2 0.1
```
Positions in Å, forces in eV/Å.

The structure (SMILES) is CCOS(C)(=O)=O.CCOS(C)(=O)=O.CCOS(C)(=O)=O.CCOS(C)(=O)=O.O=S1(=O)OCCO1.O=S1(=O)OCCO1.O=S1(=O)OCCO1.c1ccccc1. Its total charge is 0.

Here are the Löwdin charges for atoms 1 to 8, given in e:
1 C -0.060
2 C -0.275
3 O -0.247
4 S 0.584
5 C -0.118
6 O -0.265
7 O -0.269
8 H 0.083

Record 2
Entry from the OMol25 dataset: a structure of composition C24H51MoN9O8PSSi4Te (ωB97M-V/def2-TZVPD).

The geometry in XYZ format:
```
100
Properties=species:S:1:pos:R:3:forces:R:3
Mo -1.43405 -0.27483 -1.02688 -2.0 -0.2 1.0
N 0.74352 -3.00044 -0.24145 -0.6 -0.2 -0.4
C 0.48967 -2.85218 -1.57261 0.1 -0.2 0.6
N 1.13832 -3.71582 -2.32826 0.1 0.1 -0.6
C 0.97407 -3.59995 -3.65258 0.3 -0.5 0.7
N 1.58115 -4.51575 -4.42015 -0.1 0.2 -0.1
N 0.24210 -2.66106 -4.22419 -0.4 0.7 -0.4
C -0.35471 -1.80590 -3.40995 0.9 -1.3 1.2
N -0.34525 -1.86050 -2.03877 0.4 -0.5 -1.3
C -1.05069 -0.69965 -3.96237 -0.7 1.2 -0.6
C -1.13807 -0.50274 -5.34707 0.3 -0.4 0.3
C -1.83286 0.56374 -5.84252 -0.3 0.4 0.2
C -2.47390 1.39515 -4.91794 0.2 -0.2 -0.4
C -2.34874 1.14500 -3.57828 0.0 0.1 0.3
N -1.59852 0.14467 -3.05130 0.0 -0.2 -1.6
H 1.25872 -3.85430 -0.08004 0.1 0.1 0.0
H -0.06248 -2.89025 0.35731 0.0 0.4 0.2
H 2.23388 -5.14760 -3.99354 0.0 0.0 0.0
H 1.54733 -4.41373 -5.41834 0.0 0.0 0.0
H -0.62821 -1.21408 -5.98026 -0.1 0.0 0.0
H -1.91194 0.75163 -6.90375 0.0 0.0 0.0
H -3.07813 2.22925 -5.24510 0.0 0.0 0.0
H -2.88652 1.75937 -2.87874 0.0 0.0 0.1
O -2.04046 0.36868 1.06323 -0.2 0.1 -0.6
S -1.57723 -0.91312 1.64149 -1.1 -0.8 2.0
O -2.27994 -1.31584 2.81122 0.1 -0.1 0.0
O -1.65664 -1.89079 0.52187 -0.1 -0.1 -0.5
O -0.10973 -0.75797 1.95830 0.3 0.1 -0.1
C 3.17536 2.47943 4.50893 -0.1 -0.2 -0.3
Si 2.01197 2.09749 3.05590 0.1 0.3 0.2
C 2.13183 3.55453 1.83447 0.1 -0.5 0.0
C 0.23509 2.07549 3.71832 0.3 -0.3 -0.1
Si 2.64305 0.00316 1.99204 0.4 0.7 0.2
Te 0.74122 0.24647 0.29357 2.0 0.8 0.7
Si 2.52354 -1.82329 3.56029 0.0 -0.4 0.0
C 1.03519 -1.74432 4.71883 0.1 0.3 -0.2
C 2.53981 -3.51000 2.68992 0.0 0.3 0.0
C 4.11819 -1.59263 4.55653 -0.1 0.1 -0.3
Si 4.41558 0.23949 0.41412 0.4 -0.3 0.1
C 4.59612 -1.43031 -0.46404 -0.1 0.2 0.2
C 6.03007 0.67961 1.29602 -0.3 0.0 -0.1
C 3.95534 1.54315 -0.87561 -0.1 -0.1 0.4
H 2.96829 3.46571 4.92928 -0.1 0.0 0.0
H 4.22010 2.46668 4.19069 0.0 0.0 0.0
H 3.06670 1.74810 5.31268 0.0 0.0 0.0
H 1.65008 4.44284 2.24919 0.0 0.0 0.1
H 1.64665 3.29911 0.89017 0.0 0.1 0.0
H 3.17030 3.81065 1.61354 0.0 0.0 0.0
H -0.09061 3.07854 4.00208 0.1 0.1 0.0
H 0.14942 1.43590 4.59948 0.0 0.0 0.0
H -0.46393 1.69298 2.97715 -0.1 0.0 -0.1
H 0.11462 -1.58489 4.16238 -0.1 0.0 0.0
H 1.13043 -0.92797 5.43799 0.0 0.0 0.0
H 0.92276 -2.67159 5.28409 0.2 -0.1 0.0
H 1.53547 -3.77451 2.35273 0.0 0.0 0.0
H 2.87181 -4.29795 3.36851 0.0 0.1 0.1
H 3.21015 -3.51217 1.82755 0.0 0.0 0.0
H 4.20021 -0.57259 4.93849 0.0 0.0 0.0
H 5.00010 -1.78474 3.94147 0.0 0.0 0.0
H 4.15443 -2.27256 5.40955 -0.1 0.0 0.0
H 4.92976 -2.21165 0.22165 0.0 0.0 0.0
H 5.32169 -1.37401 -1.27827 0.0 0.1 0.0
H 3.63824 -1.74092 -0.89056 0.0 0.0 0.0
H 6.27809 -0.07130 2.04873 0.0 0.0 0.0
H 5.95808 1.64362 1.80343 0.0 0.0 0.0
H 6.86416 0.73352 0.59335 0.0 0.0 0.0
H 2.88825 1.49576 -1.09859 -0.1 0.1 -0.2
H 4.48919 1.38588 -1.81390 0.1 -0.1 0.0
H 4.17086 2.55661 -0.53375 0.0 0.0 0.1
C -2.67813 5.22811 0.03392 -0.1 -0.1 0.0
N -2.04282 4.09571 -0.60694 0.0 0.1 0.1
C -0.76465 4.16845 -1.27692 0.0 0.1 -0.1
C -0.43694 2.70128 -1.46528 0.3 0.0 0.2
O 0.62635 2.26433 -1.84965 -0.2 0.2 -0.3
N -1.52364 1.95557 -1.04741 0.1 -0.3 0.0
C -2.41476 2.81312 -0.52070 -0.2 0.2 -0.1
N -3.59995 2.44297 -0.03650 0.3 -0.1 0.3
H -2.30062 6.13833 -0.42441 0.0 0.0 0.0
H -2.46260 5.25756 1.10481 0.0 0.0 0.0
H -3.75818 5.20067 -0.11392 0.0 0.0 0.0
H 0.00767 4.66802 -0.69057 0.0 -0.1 0.1
H -0.85514 4.67829 -2.24036 0.1 0.0 0.0
H -3.72116 1.45452 0.17506 -0.1 0.1 -0.1
H -4.06843 3.07446 0.59364 -0.1 0.0 -0.1
C -3.36540 -3.44767 -1.66880 0.0 -0.1 0.0
O -4.15687 -2.45149 -1.01375 0.2 0.1 0.0
P -3.72739 -0.90127 -1.12469 -0.3 0.1 -0.7
O -4.43670 -0.38909 -2.46734 0.0 -0.1 -0.2
C -5.79762 -0.70382 -2.79953 0.0 0.0 0.1
O -4.76376 -0.31404 -0.03691 0.2 0.1 0.1
C -5.24188 -0.94344 1.16890 -0.2 -0.1 -0.2
H -3.83157 -4.40638 -1.45754 0.0 0.0 0.0
H -2.35088 -3.45214 -1.27550 0.0 0.0 0.0
H -3.34108 -3.28229 -2.74870 0.0 0.0 0.0
H -6.10290 -1.64473 -2.34309 0.0 0.0 0.0
H -5.84823 -0.78711 -3.88240 0.0 0.0 0.0
H -6.45395 0.09388 -2.45509 0.0 0.0 0.0
H -6.04082 -0.30291 1.53447 0.0 0.0 0.0
H -4.45625 -1.02547 1.90942 0.1 0.0 0.1
H -5.64001 -1.93171 0.94807 0.0 0.0 0.0
```
Positions in Å, forces in eV/Å.

Its total charge is +1. The value obtained for the energy above the lowest of the compared OMol25 structures with the same formula, charge and spin is 1.5424 eV.

Here are the Löwdin charges for atoms 1 to 8, given in e:
1 Mo 0.993
2 N 0.144
3 C -0.430
4 N 0.185
5 C -0.441
6 N 0.183
7 N 0.188
8 C -0.267

The records above yield DFT total energy values of -5537.4463, -4273.6855 Eh, respectively.